a:
C2H6ClOP | ωB97M-V/def2-TZVPD

As for the net charge: 0. The LUMO energy (alpha / beta) comes out at -0.0878 / -0.0878 Eh. The spin multiplicity is 1. The orbital gap (alpha / beta) comes out at 0.2278 / 0.2279 Ha.

Element x y z (Å)
1 C -0.315 -1.861 0.005
2 C -0.228 1.993 0.152
3 O -0.773 -0.525 -0.073
4 P -0.575 0.673 -1.083
5 Cl 2.488 -0.551 -0.193
6 H 0.736 -1.781 -0.044
7 H -0.592 -2.460 -0.796
8 H -0.437 -2.238 1.030
9 H -0.132 1.574 1.108
10 H -0.900 2.968 0.119
11 H 0.727 2.209 -0.223



b:
C2H6ClOP | ωB97M-V/def2-TZVPD

As for the net charge: 0. As for the SMILES: C=PC.OCl. The LUMO energy comes out at -0.0182 Eh. The spin multiplicity is 1. The orbital gap comes out at 0.3480 Ha.

Element x y z (Å)
1 C 0.945 -0.003 1.156
2 C 0.719 -0.507 -1.403
3 O -2.314 0.736 -0.496
4 P 1.001 -1.435 -0.075
5 Cl -3.142 0.731 1.075
6 H 1.445 -0.272 2.015
7 H -0.055 0.195 1.340
8 H 1.418 0.806 0.600
9 H 0.739 0.596 -1.521
10 H 0.638 -1.118 -2.288
11 H -1.393 0.270 -0.404



Least stable = b



a:
C3H5NO3S | ωB97M-V/def2-TZVPD

As for the net charge: 0. As for the SMILES: [O-][N+](O)=S.C=CC=O. The LUMO energy comes out at -0.0208 Eh. The spin multiplicity is 1. The orbital gap comes out at 0.3284 Ha.

Element x y z (Å)
1 C -0.158 -0.839 0.927
2 C -0.888 1.044 -0.719
3 C -0.902 0.384 0.458
4 N 3.647 -0.271 0.030
5 O 0.413 -1.558 0.176
6 O 3.177 -1.485 -0.459
7 O 4.740 0.034 -0.314
8 S 2.730 0.556 0.963
9 H -0.101 -1.004 2.076
10 H 2.208 -1.611 -0.121
11 H -1.777 1.663 -0.807
12 H -0.247 0.798 -1.609
13 H -1.759 0.774 1.053



b:
C3H5NO3S | ωB97M-V/def2-TZVPD

As for the net charge: 0. The LUMO energy (alpha / beta) comes out at -0.0517 / -0.0517 Eh. The spin multiplicity is 1. The orbital gap (alpha / beta) comes out at 0.3142 / 0.3142 Ha.

Element x y z (Å)
1 C -0.733 0.534 0.782
2 C -1.855 0.802 -0.231
3 C 1.569 -0.529 0.820
4 N 0.304 -0.147 0.194
5 O -0.734 0.916 1.921
6 O 0.894 0.332 -2.199
7 O -0.526 -1.725 -1.577
8 S -0.140 -0.350 -1.441
9 H -2.705 0.241 -0.293
10 H -1.765 1.864 -0.712
11 H 2.194 0.203 1.064
12 H 1.462 -1.138 1.678
13 H 2.034 -1.003 -0.008



c:
C3H5NO3S | ωB97M-V/def2-TZVPD

As for the net charge: 0. The LUMO energy comes out at -0.0004 Eh. The spin multiplicity is 1. The orbital gap comes out at 0.3155 Ha.

Element x y z (Å)
1 C 0.406 -0.409 -2.174
2 C 0.415 -0.468 1.083
3 C 0.675 0.515 -1.053
4 N -0.154 0.387 0.066
5 O -0.724 -1.252 -2.106
6 O 1.078 -0.350 -3.193
7 O 2.325 0.105 -0.438
8 S 2.106 0.234 1.110
9 H -0.115 -0.519 2.061
10 H 0.592 -1.455 0.771
11 H 0.763 1.567 -1.585
12 H -1.129 -1.052 -1.237
13 H -0.251 1.282 0.527



Least stable = a



a:
C3H6O2S2 | ωB97M-V/def2-TZVPD

As for the net charge: 0. As for the SMILES: O=C[C@]1(S)CS1.O. The LUMO energy comes out at 0.0150 Eh. The spin multiplicity is 1. The orbital gap comes out at 0.3416 Ha.

Element x y z (Å)
1 C 0.645 -1.740 -0.800
2 C 0.957 -0.890 0.355
3 C 0.000 -0.320 1.300
4 O -1.550 1.834 -0.343
5 O 0.203 0.651 1.987
6 S 0.978 -2.700 0.632
7 S 2.514 -0.028 0.481
8 H -0.485 -1.768 -1.171
9 H 1.363 -1.792 -1.570
10 H -0.940 -0.801 1.489
11 H -1.018 2.288 -1.005
12 H -1.757 2.349 0.443
13 H 2.044 0.948 1.410



b:
C3H6O2S2 | ωB97M-V/def2-TZVPD

As for the net charge: 0. The LUMO energy (alpha / beta) comes out at -0.0394 / -0.0185 Eh. The spin multiplicity is 1. The orbital gap (alpha / beta) comes out at 0.2481 / 0.3125 Ha.

Element x y z (Å)
1 C -2.790 -0.483 -0.288
2 C 1.460 0.493 -0.772
3 C 2.016 1.122 0.393
4 O -1.145 0.606 1.508
5 O -0.610 -1.602 0.361
6 S 2.456 -0.641 0.067
7 S -1.090 0.008 0.197
8 H -3.519 0.190 -0.515
9 H -2.749 -1.216 -1.140
10 H 1.439 0.434 -1.883
11 H 1.307 1.136 1.223
12 H 2.907 1.869 0.566
13 H 0.319 -1.915 0.281



c:
C3H6O2S2 | ωB97M-V/def2-TZVPD

As for the net charge: 0. The LUMO energy (alpha / beta) comes out at -0.0962 / -0.0962 Eh. The spin multiplicity is 1. The orbital gap (alpha / beta) comes out at 0.2092 / 0.2094 Ha.

Element x y z (Å)
1 C 1.413 -0.478 0.602
2 C 0.599 -0.197 -0.792
3 C -0.693 0.526 -0.317
4 O 3.445 1.378 0.633
5 O 1.268 0.458 -1.722
6 S 2.768 -1.439 0.029
7 S 3.927 0.257 -0.158
8 H 1.580 0.583 0.841
9 H 0.654 -1.065 1.113
10 H 0.431 -1.199 -1.309
11 H -1.576 -0.106 -0.094
12 H -1.103 1.157 -1.073
13 H -0.561 1.085 0.493



Least stable = b



a:
C6H4 | ωB97M-V/def2-TZVPD

As for the net charge: 0. As for the SMILES: C#CC=C=C=C. The LUMO energy comes out at -0.0054 Eh. The spin multiplicity is 1. The orbital gap comes out at 0.3131 Ha.

Element x y z (Å)
1 C -1.154 0.150 1.213
2 C -1.258 0.651 0.049
3 C -0.550 -0.619 2.087
4 C 0.681 -0.922 1.502
5 C 1.494 -0.751 0.552
6 C -0.906 0.843 -1.167
7 H -0.877 -0.935 3.134
8 H 2.362 -1.127 0.082
9 H -0.045 0.176 -1.510
10 H -1.554 1.540 -1.846



b:
C6H4 | ωB97M-V/def2-TZVPD

As for the net charge: 0. The LUMO energy comes out at 0.0186 Eh. The spin multiplicity is 1. The orbital gap comes out at 0.3573 Ha.

Element x y z (Å)
1 C 2.404 -0.111 -0.104
2 C -0.237 -1.070 0.039
3 C 1.309 0.879 -0.107
4 C 1.146 -0.620 -0.106
5 C -1.093 -0.106 0.057
6 C -1.910 0.852 0.075
7 H 3.480 -0.311 -0.055
8 H -0.455 -2.139 0.079
9 H -2.341 1.415 0.954
10 H -2.302 1.211 -0.832



c:
C6H4 | ωB97M-V/def2-TZVPD

As for the net charge: 0. The LUMO energy (alpha / beta) comes out at -0.0438 / -0.0438 Eh. The spin multiplicity is 1. The orbital gap (alpha / beta) comes out at 0.2602 / 0.2601 Ha.

Element x y z (Å)
1 C -1.675 0.411 0.031
2 C -0.753 1.343 0.191
3 C -1.475 -0.975 0.066
4 C -0.130 -1.288 0.183
5 C 0.971 -0.387 0.085
6 C 0.514 1.084 0.162
7 H -2.188 -1.648 -0.068
8 H 1.760 -0.483 0.815
9 H 1.159 -0.346 -0.936
10 H 1.817 2.289 -0.529



d:
C6H4 | ωB97M-V/def2-TZVPD

As for the net charge: 0. The LUMO energy (alpha / beta) comes out at -0.0547 / -0.0547 Eh. The spin multiplicity is 1. The orbital gap (alpha / beta) comes out at 0.2794 / 0.2794 Ha.

Element x y z (Å)
1 C -1.400 -0.411 0.141
2 C -0.734 0.633 2.261
3 C -1.474 0.080 1.471
4 C -0.165 -0.131 -0.292
5 C 1.068 0.001 -1.046
6 C 0.880 0.583 0.362
7 H -2.194 -0.920 -0.378
8 H -0.461 1.056 3.186
9 H 1.700 -0.872 -1.155
10 H 1.108 0.672 -1.896



Least stable = c



a:
C4H17NO3 | ωB97M-V/def2-TZVPD

As for the net charge: 0. As for the SMILES: CC[C@H](C)N.O.O.O. The LUMO energy comes out at 0.0122 Eh. The spin multiplicity is 1. The orbital gap comes out at 0.3267 Ha.

Element x y z (Å)
1 C -1.189 1.062 -2.954
2 C -0.232 1.066 -1.778
3 C -0.903 0.878 -0.309
4 C -0.586 2.097 0.502
5 N 0.757 -0.025 -1.816
6 H -0.923 1.784 -3.716
7 H -1.200 0.041 -3.390
8 H -2.224 1.180 -2.619
9 H 0.249 2.054 -1.770
10 H -2.014 0.962 -0.498
11 H -0.802 -0.096 0.105
12 H 0.034 1.952 1.426
13 H 0.035 2.880 0.080
14 H -1.468 2.510 0.922
15 H 0.356 -0.834 -2.296
16 H 1.005 -0.419 -0.921
17 H -1.795 -3.131 0.432
18 H -0.673 -2.919 1.373
19 O -1.225 -2.427 0.756
20 H 1.841 -2.214 2.325
21 H 1.700 -2.380 0.749
22 O 1.291 -2.033 1.545
23 H 1.082 -0.073 3.312
24 H 1.618 0.431 2.015
25 O 1.825 0.415 2.954



b:
C4H17NO3 | ωB97M-V/def2-TZVPD

As for the net charge: 0. As for the SMILES: CNC(C)C.O.O.O. The LUMO energy comes out at 0.0270 Eh. The spin multiplicity is 1. The orbital gap comes out at 0.3379 Ha.

Element x y z (Å)
1 C 1.740 -0.824 -0.438
2 N 0.470 -0.772 -1.223
3 C 0.432 1.094 -2.947
4 C -0.133 0.556 -1.612
5 C 0.126 1.527 -0.378
6 H 1.547 -0.176 0.414
7 H 2.682 -0.360 -0.697
8 H 2.062 -1.860 -0.412
9 H 0.381 -1.411 -1.910
10 H -0.249 1.235 -3.815
11 H 1.262 0.385 -3.247
12 H 0.558 2.108 -2.702
13 H -1.243 0.213 -1.718
14 H -0.423 2.427 -0.320
15 H 1.005 2.086 -0.317
16 H -0.236 0.966 0.528
17 H -0.547 1.578 3.364
18 H -1.305 1.457 2.132
19 O -0.951 2.132 2.631
20 H -0.778 -1.516 1.544
21 H -1.319 -0.462 0.553
22 O -1.202 -0.723 1.389
23 H -1.792 -3.261 2.450
24 H -1.099 -3.132 3.812
25 O -0.988 -3.267 2.918



Least stable = b